[1]
Molecular formula: C32H48BF7IrN6O5P2S3
Method: DFT, ωB97M-V/def2-TZVPD

Structure (XYZ):
```
105
C32H48BF7IrN6O5P2S3 ωB97M-V/def2-TZVPD
Ir 0.3648 0.4870 0.1397
F -1.6471 5.4894 -0.7725
C -0.4948 5.4771 -1.4685
F 0.4725 5.9372 -0.6557
F -0.6312 6.3697 -2.4720
C -0.1691 4.1124 -2.0012
C 0.0342 3.9280 -3.3538
C 0.4054 2.6828 -3.8515
C 0.5381 1.6474 -2.9508
N 0.2983 1.8172 -1.6517
C -0.0182 3.0205 -1.1248
S -0.1057 3.0192 0.5924
H -0.0791 4.7685 -4.0253
H 0.5908 2.5259 -4.9041
H 0.8408 0.6495 -3.2489
F -2.0635 -3.5573 -0.3950
B -0.8481 -3.0439 -0.8453
F -0.7051 -1.7082 -0.2345
F -0.8540 -2.8564 -2.2338
F 0.2160 -3.8434 -0.4455
C 4.4076 -1.1155 2.0225
C 5.4983 -1.2084 0.9823
C 6.1392 0.1219 0.6470
O 5.0063 -1.9116 -0.2059
P 3.9774 -1.6017 -1.3528
S 4.0987 0.0880 -2.3240
S 2.0321 -1.3873 -0.8317
O 4.1514 -2.8448 -2.2772
C 4.2448 -4.2732 -1.9110
C 3.3820 -4.6364 -0.7219
C 5.7070 -4.6258 -1.7472
H 4.7606 -0.5445 2.8837
H 4.1010 -2.1052 2.3638
H 3.5293 -0.6123 1.6171
H 6.2744 -1.8931 1.3237
H 5.4171 0.8589 0.2981
H 6.9046 0.0029 -0.1194
H 6.6103 0.5121 1.5518
H 3.8406 -4.7547 -2.7999
H 3.7498 -4.1807 0.1989
H 3.4259 -5.7202 -0.5936
H 2.3415 -4.3610 -0.8788
H 6.1129 -4.1812 -0.8380
H 6.2847 -4.2761 -2.6030
H 5.8134 -5.7100 -1.6785
O -1.7644 0.6332 -0.1965
P -3.1714 0.4709 -0.6970
N -3.2889 0.6085 -2.3248
C -4.2909 1.4248 -3.0257
C -3.9447 1.2280 -4.5041
C -3.2746 -0.1456 -4.5346
C -2.4318 -0.1235 -3.2676
N -3.8420 -0.9559 -0.2839
C -4.3131 -1.9937 -1.2126
C -4.9144 -3.0793 -0.2987
C -4.7359 -2.5714 1.1439
C -3.6292 -1.5270 1.0507
N -4.1329 1.6151 -0.0248
C -5.5853 1.4270 0.1458
C -6.1250 2.8550 0.1987
C -4.9651 3.6386 0.8122
C -3.7500 3.0249 0.1272
H -4.2387 2.4750 -2.7310
H -5.3055 1.0672 -2.8144
H -3.2372 1.9966 -4.8259
H -4.8263 1.2970 -5.1404
H -2.6804 -0.3220 -5.4305
H -4.0273 -0.9354 -4.4631
H -1.5021 0.4235 -3.4438
H -2.1646 -1.1095 -2.8960
H -3.4909 -2.4132 -1.7903
H -5.0498 -1.5697 -1.8997
H -4.3865 -4.0181 -0.4541
H -5.9674 -3.2463 -0.5249
H -4.4789 -3.3702 1.8390
H -5.6572 -2.1022 1.4970
H -2.6385 -1.9833 1.1194
H -3.7127 -0.7454 1.8107
H -5.7909 0.8896 1.0766
H -6.0195 0.8443 -0.6689
H -7.0525 2.9257 0.7657
H -6.3210 3.2154 -0.8149
H -4.9138 3.4501 1.8878
H -5.0299 4.7153 0.6605
H -2.8344 3.1173 0.7071
H -3.5808 3.5010 -0.8484
O 0.5535 -2.1661 2.1890
C 0.9740 -1.1734 2.7271
N 1.0706 0.1046 2.1485
C 1.7114 0.9501 3.0282
O 2.0913 2.0875 2.8040
C 1.9670 0.2060 4.3015
C 2.5699 0.6086 5.4764
C 2.6984 -0.3488 6.4782
C 2.2444 -1.6542 6.2943
C 1.6459 -2.0470 5.1006
C 1.5206 -1.0852 4.1187
H 2.9250 1.6231 5.6063
H 3.1600 -0.0779 7.4199
H 2.3623 -2.3731 7.0959
H 1.2957 -3.0586 4.9375
N 2.5201 1.6606 0.0664
H 2.6222 2.0525 1.0002
H 2.5382 2.4075 -0.6176
H 3.2624 1.0072 -0.1587
```

Results
calculated total energy: -4658.801471 a.u.
2S+1: 6
Kohn-Sham gap (spin up / spin down): 7.907 / 5.764 eV
strongest force on any atom: 0.021 hartree/bohr
ΔE to the lowest compared entry with this formula, charge and spin: 13.6 kcal per mole
LUMO energy (spin up / spin down): 0.21 / -2.45 eV
highest occupied orbital energy (spin up / spin down): -7.69 / -8.21 eV

=====

[2]
Molecular formula: C16H15ClPdSe
Method: DFT, ωB97M-V/def2-TZVPD

Structure (XYZ):
```
34
C16H15ClPdSe ωB97M-V/def2-TZVPD
C -2.5508 -0.9804 -1.2875
C -1.7388 -1.1296 -2.4443
C -1.4221 0.1528 -2.9354
H -1.2235 -2.0369 -2.7665
C -1.9876 1.1335 -2.1012
C -2.6987 0.4543 -1.0540
H -3.1015 0.9287 -0.1749
H -2.6944 -1.7364 -0.5292
H -0.7730 0.3683 -3.7898
H -1.7659 2.1825 -2.1504
Pd -0.7906 -0.0735 -0.9667
Cl 0.3829 -2.1913 0.4315
C 2.6887 0.1573 -0.9358
C 2.3398 1.3995 -1.5507
C 1.7806 1.1143 -2.8356
H 2.4306 2.3887 -1.0936
C 1.8454 -0.2970 -3.0359
C 2.4152 -0.8868 -1.8651
H 2.5159 -1.9495 -1.6658
H 3.0551 0.0202 0.0714
H 1.3986 1.8569 -3.5341
H 1.5398 -0.8462 -3.9271
Se -0.0836 2.2659 1.1121
C -0.1369 0.8536 2.3193
C -1.3693 0.3579 2.8208
C -1.3481 -0.4700 3.9426
C -0.1425 -0.9093 4.5114
C 1.0625 -0.5262 3.9041
C 1.0839 0.3097 2.7953
H -2.2858 0.7012 2.3675
H -2.3062 -0.7781 4.3888
H -0.1400 -1.5384 5.3807
H 2.0229 -0.8908 4.3016
H 1.9977 0.5951 2.2966
```

Results
calculated total energy: -3608.050838 a.u.
2S+1: 3
Kohn-Sham gap (spin up / spin down): 5.275 / 5.172 eV
strongest force on any atom: 0.197 hartree/bohr
LUMO energy (spin up / spin down): 5.33 / 5.29 eV
highest occupied orbital energy (spin up / spin down): 0.05 / 0.12 eV
total charge: -2

=====

[3]
Molecular formula: C8H12BrClN
Method: DFT, ωB97M-V/def2-TZVPD

Structure (XYZ):
```
23
C8H12BrClN ωB97M-V/def2-TZVPD
C 0.2623 0.4352 2.4423
C 1.1307 1.2429 1.5458
C 0.8537 1.3129 0.2547
C -0.4862 -0.6530 2.1713
C -0.4899 -1.4869 0.8947
C -0.8623 -0.5273 -0.1735
C 2.0395 2.2184 2.2598
C -1.5253 -0.5760 -2.6647
N -0.5082 -0.5961 -1.5724
Cl 1.4944 1.7049 -1.2508
Br -1.4794 -1.6121 3.4230
H 0.2546 0.7389 3.3723
H 0.3971 -1.9472 0.6310
H -1.1377 -2.2881 0.9721
H -1.5427 0.2251 -0.0575
H 1.6697 3.2681 2.3275
H 2.8939 2.2705 1.6663
H 2.2465 1.8001 3.2445
H -1.9324 -1.5870 -2.5213
H -2.3592 0.1882 -2.6898
H -1.1588 -0.5384 -3.6089
H 0.1172 0.3911 -1.7905
H 0.2637 -1.2556 -1.5234
```

Results
calculated total energy: -3400.515824 a.u.
2S+1: 1
Kohn-Sham gap (spin up / spin down): 8.065 / 7.947 eV
strongest force on any atom: 0.100 hartree/bohr
ΔE to the lowest compared entry with this formula, charge and spin: 71.7 kcal per mole
LUMO energy (spin up / spin down): -4.18 / -4.17 eV
highest occupied orbital energy (spin up / spin down): -12.25 / -12.12 eV
total charge: +1

=====

[4]
Molecular formula: C6H12O3S
Method: DFT, ωB97M-V/def2-TZVPD

Structure (XYZ):
```
22
C6H12O3S ωB97M-V/def2-TZVPD
C 2.8754 0.8640 1.4027
C 2.0417 0.5818 0.2037
S 2.5586 1.5225 -1.2883
C 1.0017 -0.2162 0.1763
O 0.3024 -0.7364 -0.9235
C -1.1545 -0.6510 -0.7628
C -1.6469 0.7449 -0.4204
O -1.1841 1.6830 -1.3933
C -1.6154 -1.6558 0.3996
O -2.9721 -1.7996 0.5632
H 3.7780 1.4290 1.2176
H 3.2574 0.0227 1.8805
H 2.4202 1.3211 2.2844
H 1.4473 1.2041 -1.9042
H 0.7140 -0.7804 1.0261
H -1.4845 -0.9573 -1.7723
H -1.1565 0.9863 0.5564
H -2.8464 0.8034 -0.4100
H -0.7036 1.1604 -2.0156
H -1.2866 -1.2336 1.3317
H -1.1033 -2.5908 0.1760
H -3.2427 -1.7022 -0.3277
```

Results
calculated total energy: -859.628849 a.u.
2S+1: 1
Kohn-Sham gap: 9.218 eV
SMILES: C/C(S)=C/OC(CO)CO
strongest force on any atom: 0.054 hartree/bohr
ΔE to the lowest compared entry with this formula, charge and spin: 23.5 kcal per mole
LUMO energy: 0.69 eV
highest occupied orbital energy: -8.53 eV